[1]
DFT (wB97M-V/def2-TZVPD) results for a structure of composition C21H26Br2N3OSi2Tl.

```
! RIJCOSX wB97M-V def2-TZVPD def2/J DEFGRID3
* xyz 0 1
Tl -0.905 1.202 1.192
C -1.558 2.109 -4.043
Si -2.117 2.171 -2.243
C -3.978 2.509 -2.150
C -1.155 3.500 -1.330
N -1.772 0.681 -1.373
C -2.108 -0.517 -1.644
C -2.968 -0.873 -2.771
C -3.301 -2.141 -3.048
C -2.796 -3.231 -2.241
C -1.986 -3.002 -1.197
C -1.599 -1.654 -0.789
N -0.865 -1.415 0.232
Si -0.115 -2.632 1.267
C 0.911 -1.731 2.548
C -1.487 -3.554 2.189
C 1.049 -3.731 0.270
H -1.730 3.079 -4.514
H -2.086 1.354 -4.627
H -0.490 1.890 -4.102
H -4.213 3.496 -2.554
H -4.324 2.477 -1.115
H -4.557 1.774 -2.711
H -1.076 4.413 -1.923
H -0.142 3.142 -1.125
H -1.627 3.764 -0.380
H -3.337 -0.056 -3.376
H -3.948 -2.369 -3.885
H -3.077 -4.245 -2.496
H -1.607 -3.822 -0.604
H 0.336 -0.959 3.063
H 1.776 -1.261 2.081
H 1.277 -2.429 3.304
H -2.117 -2.832 2.713
H -1.067 -4.230 2.936
H -2.135 -4.138 1.534
H 1.726 -3.098 -0.310
H 0.538 -4.395 -0.429
H 1.662 -4.348 0.930
Br 3.067 0.505 -2.247
C 3.386 0.905 -0.421
C 4.660 0.735 0.110
C 4.894 1.001 1.434
Br 6.654 0.734 2.117
C 3.862 1.458 2.277
C 4.018 1.756 3.648
C 2.945 2.183 4.380
C 1.696 2.295 3.748
N 1.515 2.024 2.479
C 2.560 1.620 1.726
C 2.276 1.338 0.328
O 1.116 1.485 -0.174
H 5.463 0.389 -0.527
H 4.991 1.642 4.104
H 3.043 2.419 5.431
H 0.820 2.614 4.305
*
```

E, eV: -189253.4345

---

[2]
DFT (wB97M-V/def2-TZVPD) results for the molecule C2H3NO3.

```
! RIJCOSX wB97M-V def2-TZVPD def2/J DEFGRID3
* xyz 0 1
C 0.091 -0.244 0.285
C -1.203 0.481 0.120
H 3.165 0.683 -0.288
H -0.126 -1.408 0.277
H -1.848 -1.349 0.122
N 1.047 0.551 -0.080
O 2.451 0.104 -0.132
O -2.231 -0.469 -0.284
O -1.346 1.650 -0.020
*
```

Energy relative to the best compared isomer or geometry (same formula, charge and spin), kJ/mol: 441.7

---

[3]
DFT (wB97M-V/def2-TZVPD) results for a cluster of 3 separate species, C4H8O2 in total.

```
! RIJCOSX wB97M-V def2-TZVPD def2/J DEFGRID3
* xyz 0 1
C -1.787 -0.539 -0.259
C -0.435 -0.828 0.329
C 0.226 0.011 1.124
O 1.442 -0.317 1.654
C 1.531 1.991 -0.668
O 2.545 1.623 -0.308
H -1.896 -1.005 -1.246
H -1.951 0.537 -0.389
H -2.587 -0.932 0.379
H 0.445 -0.382 -1.756
H 0.045 -1.776 0.091
H -0.181 0.988 1.395
H 1.918 0.490 1.882
H 0.685 0.139 -2.229
*
```

Energy relative to the best compared isomer or geometry (same formula, charge and spin), kJ/mol: 266.2

---

[4]
DFT (wB97M-V/def2-TZVPD) results for a structure of composition C40H47CaN4O4STe.

```
! RIJCOSX wB97M-V def2-TZVPD def2/J DEFGRID3
* xyz -1 1
Ca -0.277 -0.335 0.229
C -4.772 -5.133 0.831
C -3.435 -4.769 0.243
C -3.189 -4.913 -1.118
C -1.960 -4.562 -1.664
C -0.968 -4.072 -0.834
C -1.192 -3.919 0.529
C -2.424 -4.258 1.056
S 0.617 -3.678 -1.516
O 1.626 -4.357 -0.721
O 0.578 -4.033 -2.919
N 0.663 -2.098 -1.270
C 1.838 -1.437 -1.532
C 2.916 -1.919 -2.306
C 4.025 -1.124 -2.470
C 4.080 0.141 -1.882
C 2.980 0.547 -1.158
N 1.896 -0.205 -0.981
H -5.406 -5.626 0.094
H -5.297 -4.242 1.185
H -4.655 -5.801 1.685
H -3.970 -5.301 -1.762
H -1.758 -4.670 -2.721
H -0.418 -3.528 1.177
H -2.597 -4.120 2.118
H 2.854 -2.896 -2.764
H 4.858 -1.487 -3.061
H 4.938 0.788 -1.993
H 2.951 1.530 -0.699
N 0.077 1.286 2.185
C 0.480 0.485 3.352
C -0.044 -0.962 3.276
O 0.263 -1.708 4.203
O -0.722 -1.254 2.239
H 0.570 2.171 2.158
H -0.912 1.517 2.235
H 0.164 0.911 4.308
H 1.570 0.422 3.367
C 1.923 4.367 -0.809
C 0.540 3.990 -1.278
C -0.161 4.840 -2.136
C -1.422 4.463 -2.572
C -2.190 5.347 -3.523
C -1.983 3.259 -2.167
C -1.308 2.354 -1.308
C -0.024 2.799 -0.877
N -1.730 1.146 -0.857
C -3.038 0.607 -1.193
C -3.139 -0.763 -0.490
C -4.486 -1.446 -0.736
C -5.618 -0.555 -0.226
C -5.557 0.796 -0.942
C -5.710 0.583 -2.452
C -4.593 -0.332 -2.965
C -4.663 -1.677 -2.239
C -3.231 0.320 -2.697
C -4.207 1.458 -0.652
H 2.668 4.151 -1.580
H 2.207 3.814 0.088
H 1.986 5.433 -0.582
H 0.271 5.785 -2.450
H -1.834 6.377 -3.480
H -3.257 5.343 -3.293
H -2.077 4.999 -4.553
H -2.968 3.025 -2.540
H 0.533 2.162 -0.201
H -2.981 -0.631 0.590
H -2.350 -1.427 -0.878
H -4.498 -2.404 -0.215
H -5.523 -0.407 0.855
H -6.585 -1.038 -0.407
H -6.363 1.441 -0.577
H -5.671 1.549 -2.968
H -6.688 0.138 -2.670
H -4.713 -0.489 -4.041
H -3.876 -2.343 -2.606
H -5.624 -2.167 -2.432
H -3.137 1.230 -3.288
H -2.424 -0.347 -3.018
H -4.066 1.572 0.428
H -4.185 2.461 -1.079
C 4.232 -3.094 0.907
Te 2.393 -2.863 1.980
C 3.651 -2.154 3.560
C 5.050 -2.611 3.227
C 6.068 -2.577 4.178
C 7.350 -2.997 3.864
C 7.629 -3.458 2.583
C 6.623 -3.492 1.630
C 5.331 -3.073 1.937
H 4.346 -2.274 0.197
H 4.199 -4.026 0.347
H 3.307 -2.562 4.508
H 3.596 -1.067 3.625
H 5.845 -2.223 5.178
H 8.128 -2.972 4.616
H 8.627 -3.795 2.329
H 6.836 -3.855 0.631
*
```

Energy relative to the best compared isomer or geometry (same formula, charge and spin), kJ/mol: 11.9

---

[5]
DFT (wB97M-V/def2-TZVPD) results for a cluster of 2 separate species, C4H11BrO2Si in total.

```
! RIJCOSX wB97M-V def2-TZVPD def2/J DEFGRID3
* xyz 0 1
C -0.420 1.949 1.306
C 2.525 -0.517 -2.103
C -1.133 -2.012 1.663
C -0.565 1.661 -0.234
O 1.714 -1.104 -1.252
O -1.433 -0.968 0.823
Si -1.157 -0.143 -0.488
Br -2.784 -0.532 -2.014
H -1.272 1.903 1.938
H 0.176 1.029 1.587
H 0.178 2.858 1.426
H 3.563 -0.993 -1.736
H 2.561 0.543 -1.964
H 2.273 -0.678 -3.207
H -1.421 -2.967 1.163
H -1.707 -1.995 2.568
H -0.110 -2.150 1.949
H 0.333 1.847 -0.804
H -1.320 2.269 -0.621
*
```

Energy relative to the best compared isomer or geometry (same formula, charge and spin), kJ/mol: 497.0

---

[6]
DFT (wB97M-V/def2-TZVPD) results for the molecule CH2N2O2S2.

```
! RIJCOSX wB97M-V def2-TZVPD def2/J DEFGRID3
* xyz 0 1
C -2.258 2.187 2.111
N -3.268 2.714 2.126
N -0.259 -0.188 -0.222
O -2.588 0.282 0.585
O -1.330 2.008 -0.646
S -0.623 1.542 2.179
S -1.327 0.896 0.238
H -0.440 -1.084 -0.319
H 0.669 0.070 -0.672
*
```

Energy relative to the best compared isomer or geometry (same formula, charge and spin), kJ/mol: 138.0

---

[7]
DFT (wB97M-V/def2-TZVPD) results for a structure of composition C46H35NO13PS3Zr.

```
! RIJCOSX wB97M-V def2-TZVPD def2/J DEFGRID3
* xyz -1 1
Zr -7.593 18.945 7.944
O -6.641 18.763 9.931
C -6.366 17.531 9.689
O -6.413 17.152 8.399
C -5.900 16.559 10.671
C -5.036 17.111 11.658
C -4.548 16.267 12.643
C -4.863 14.895 12.598
C -5.679 14.369 11.626
C -6.280 15.189 10.677
P -7.574 14.595 9.598
C -8.490 13.378 10.512
C -7.942 12.209 11.002
C -8.603 11.441 11.996
C -9.904 11.705 12.322
C -10.558 12.813 11.713
C -9.857 13.648 10.862
C -6.745 13.484 8.444
C -7.415 12.359 7.942
C -6.672 11.239 7.560
C -5.270 11.236 7.619
C -4.615 12.441 7.832
C -5.341 13.554 8.203
H -4.773 18.175 11.689
H -3.890 16.671 13.378
H -4.463 14.168 13.340
H -5.817 13.279 11.552
H -6.992 11.813 10.649
H -8.034 10.568 12.330
H -10.503 11.217 13.097
H -11.630 12.954 11.884
H -10.326 14.519 10.504
H -8.518 12.443 7.860
H -7.205 10.423 7.109
H -4.783 10.278 7.544
H -3.530 12.469 7.874
H -4.807 14.466 8.507
O -9.730 17.341 10.420
S -9.873 18.245 9.318
O -9.211 19.574 9.433
O -9.298 17.640 8.038
C -11.650 18.492 9.008
C -12.221 19.393 9.847
C -13.625 19.357 10.031
C -14.415 18.501 9.259
C -13.841 17.675 8.315
C -12.425 17.731 8.057
S -11.049 14.187 6.252
O -10.805 13.380 7.401
O -11.956 17.205 6.987
O -9.935 14.616 5.408
H -11.549 19.987 10.455
H -14.021 19.959 10.845
H -15.548 18.531 9.362
H -14.489 17.071 7.649
O -10.957 23.666 3.200
C -10.487 22.509 3.041
O -10.165 21.713 2.131
C -10.125 22.001 4.448
C -10.935 21.032 5.098
C -10.308 20.215 5.992
N -9.062 20.403 6.517
C -8.283 21.363 5.986
C -8.800 22.200 4.963
C -6.870 21.452 6.503
O -5.983 22.126 6.022
O -6.737 20.747 7.617
H -11.989 20.952 4.898
H -10.790 19.253 6.276
H -8.168 22.985 4.466
O -7.122 18.049 6.039
S -6.747 16.706 5.385
C -5.061 16.957 4.798
C -4.471 18.242 5.304
C -4.159 19.262 4.442
C -3.509 20.408 4.939
C -3.264 20.534 6.331
C -3.613 19.464 7.158
C -4.091 18.327 6.637
C -7.691 16.671 3.763
C -7.407 17.540 2.563
C -7.611 17.037 1.267
C -7.531 17.888 0.176
C -7.287 19.273 0.368
C -7.082 19.750 1.676
C -7.152 18.904 2.774
H -5.156 16.936 3.677
H -4.530 16.087 5.120
H -4.330 19.211 3.370
H -3.255 21.198 4.203
H -2.938 21.504 6.712
H -3.533 19.515 8.237
H -4.165 17.447 7.252
H -8.737 16.821 4.055
H -7.686 15.645 3.367
H -7.941 15.980 1.097
H -7.581 17.610 -0.884
H -7.273 19.972 -0.445
H -6.950 20.863 1.771
H -7.117 19.335 3.778
*
```

Energy relative to the best compared isomer or geometry (same formula, charge and spin), kJ/mol: 356.3

---

[8]
DFT (wB97M-V/def2-TZVPD) results for a structure of composition C22H39AgClN3OP2S.

```
! RIJCOSX wB97M-V def2-TZVPD def2/J DEFGRID3
* xyz 0 1
Ag -2.145 0.278 0.154
C -2.376 -2.729 -2.260
P -1.015 -1.610 -1.754
C 0.217 -2.940 -2.018
C -1.042 -0.632 -3.362
C -2.217 0.346 -3.401
P -2.470 1.420 -1.929
C -1.257 2.714 -2.243
C -3.910 2.367 -2.510
H -2.289 -3.014 -3.326
H -3.366 -2.260 -2.132
H -2.357 -3.656 -1.676
H 0.023 -3.555 -2.936
H 0.109 -3.566 -1.145
H 1.264 -2.667 -2.073
H -1.130 -1.382 -4.199
H -0.107 -0.102 -3.498
H -3.143 -0.212 -3.549
H -2.085 0.975 -4.283
H -1.417 3.102 -3.266
H -0.244 2.356 -2.129
H -1.466 3.524 -1.586
H -3.667 2.930 -3.408
H -4.178 3.038 -1.750
H -4.798 1.748 -2.671
C -2.431 5.278 2.315
C -1.272 4.662 1.570
C -0.462 5.224 0.612
C 0.478 4.224 0.336
N 0.294 3.083 1.014
N -0.788 3.391 1.771
C 1.629 4.274 -0.648
H -2.885 4.611 3.010
H -3.253 5.591 1.654
H -2.086 6.173 2.847
H -0.513 6.254 0.247
H -1.202 2.704 2.361
H 2.538 4.747 -0.273
H 1.265 4.884 -1.499
H 1.828 3.244 -1.020
Cl -2.969 1.600 3.235
C -2.052 0.298 2.315
H -2.312 -0.635 2.812
H -1.028 0.489 2.638
C 4.732 -2.614 -2.018
C 4.052 -2.294 -0.730
C 4.078 -3.199 0.331
C 3.387 -2.962 1.492
C 2.664 -1.804 1.587
C 2.572 -0.876 0.573
C 3.293 -1.123 -0.605
S 1.801 -1.536 3.144
C 2.786 -0.164 3.839
O 2.206 -2.731 3.988
H 5.829 -2.605 -1.940
H 4.458 -1.824 -2.756
H 4.362 -3.634 -2.386
H 4.637 -4.133 0.247
H 3.339 -3.673 2.361
H 1.985 0.000 0.682
H 3.299 -0.390 -1.384
H 3.798 -0.480 3.882
H 2.395 0.034 4.843
H 2.549 0.699 3.227
C -1.148 -5.000 3.626
C -1.636 -5.572 2.362
N -2.060 -6.077 1.425
H -0.530 -4.113 3.464
H -0.552 -5.756 4.153
H -2.012 -4.744 4.243
*
```

E, eV: -75897.2397

---

[9]
DFT (wB97M-V/def2-TZVPD) results for the molecule C5H11N.

```
! RIJCOSX wB97M-V def2-TZVPD def2/J DEFGRID3
* xyz 0 1
C 2.504 0.226 0.255
C 1.104 -0.382 0.161
C 0.021 0.664 -0.109
N -1.325 0.066 -0.165
C -2.070 -0.147 0.937
C -1.885 -0.408 -1.287
H 2.794 0.722 -0.679
H 3.250 -0.549 0.462
H 2.569 0.970 1.059
H 1.082 -1.133 -0.640
H 0.851 -0.898 1.094
H 0.203 1.186 -1.055
H 0.009 1.407 0.699
H -2.567 -1.104 1.011
H -2.265 0.642 1.654
H -1.325 -1.000 -2.002
H -2.950 -0.263 -1.396
*
```

Energy relative to the best compared isomer or geometry (same formula, charge and spin), kJ/mol: 289.5

---

[10]
DFT (wB97M-V/def2-TZVPD) results for a cluster of 2 separate species, C6H16S2 in total.

```
! RIJCOSX wB97M-V def2-TZVPD def2/J DEFGRID3
* xyz 0 1
C 1.059 -2.159 -0.099
C -0.192 -2.738 0.509
C 1.818 -0.282 -2.024
S 0.684 -1.660 -1.828
H 1.555 -1.345 0.419
H 1.784 -2.959 -0.226
H -0.950 -1.961 0.582
H -0.016 -3.116 1.516
H 2.869 -0.519 -1.848
H 1.799 -0.024 -3.086
H 1.510 0.593 -1.457
H -0.516 -3.569 -0.110
C -1.627 1.793 -0.400
C -2.316 1.284 0.853
C 0.797 1.814 1.213
S -0.093 2.693 -0.077
H -1.489 1.000 -1.128
H -2.249 2.572 -0.794
H -1.928 1.815 1.722
H -2.168 0.222 1.039
H 1.728 2.337 1.241
H 0.379 2.007 2.182
H 0.949 0.761 1.015
H -3.387 1.439 0.786
*
```

Energy relative to the best compared isomer or geometry (same formula, charge and spin), kJ/mol: 67.4